DFT (ωB97M-V/def2-TZVPD) results for a structure of composition C27H28CrFN6O4S.

Positions of all 68 atoms, in Å:
Cr (-0.36, 0.12, 0.11)
N (-1.17, 2.00, 0.91)
N (-2.00, 1.82, 2.03)
C (-1.85, 0.73, 2.80)
N (-2.61, 0.67, 3.90)
S (-0.75, -0.49, 2.43)
H (-0.45, 2.69, 1.11)
H (-1.73, 2.30, 0.11)
H (-2.68, 2.53, 2.25)
H (-3.39, 1.29, 4.04)
H (-2.65, -0.21, 4.39)
F (-4.10, -4.75, -1.27)
C (-4.42, -3.48, -1.53)
C (-3.56, -2.63, -2.09)
N (-3.89, -1.32, -2.37)
C (-2.85, -0.39, -2.73)
C (-2.15, 0.18, -1.52)
O (-1.12, 0.89, -1.70)
O (-2.51, -0.14, -0.36)
C (-5.10, -0.79, -1.98)
O (-5.38, 0.38, -2.11)
N (-5.99, -1.71, -1.45)
C (-5.76, -3.05, -1.14)
O (-6.61, -3.73, -0.61)
H (-2.54, -2.94, -2.33)
H (-3.26, 0.42, -3.34)
H (-2.09, -0.91, -3.32)
H (-6.89, -1.33, -1.18)
C (6.53, 0.69, 1.94)
C (5.94, 1.37, 0.88)
C (4.63, 1.10, 0.52)
C (3.88, 0.15, 1.20)
C (4.49, -0.55, 2.24)
C (5.80, -0.28, 2.61)
C (2.48, -0.16, 0.83)
C (1.53, 0.72, 0.50)
C (1.73, 2.18, 0.56)
C (2.00, 2.84, 1.76)
C (2.08, 4.23, 1.81)
C (1.88, 4.98, 0.66)
C (1.61, 4.34, -0.54)
C (1.52, 2.96, -0.59)
H (7.55, 0.90, 2.22)
H (6.51, 2.12, 0.33)
H (4.18, 1.63, -0.31)
H (3.93, -1.32, 2.77)
H (6.25, -0.82, 3.43)
H (2.24, -1.22, 0.82)
H (2.16, 2.25, 2.65)
H (2.29, 4.72, 2.75)
H (1.94, 6.06, 0.70)
H (1.45, 4.92, -1.44)
H (1.28, 2.46, -1.52)
C (-1.42, -3.10, 0.59)
C (-0.53, -2.79, -0.56)
C (-0.13, -3.65, -1.54)
C (0.72, -2.93, -2.42)
C (0.79, -1.65, -1.96)
C (1.53, -0.51, -2.59)
N (0.02, -1.53, -0.79)
H (-1.92, -4.06, 0.40)
H (-2.19, -2.34, 0.75)
H (-0.87, -3.21, 1.53)
H (-0.41, -4.69, -1.60)
H (1.22, -3.30, -3.30)
H (2.00, -0.87, -3.51)
H (2.31, -0.12, -1.94)
H (0.87, 0.31, -2.85)

Computed properties:
highest occupied orbital energy (spin up / spin down) = -7.26 / -7.25 eV
ΔE to the lowest compared entry with this formula, charge and spin = 0.00 kcal/mol
2S+1 = 2
frontier orbital gap (spin up / spin down) = 0.25353 / 0.25598 Eh

Atomic partial charges in e from the natural (NBO) method, atoms 1 to 5: 1.072, -0.624, -0.425, 0.313, -0.770